A:
{
  "formula": "C11H15N",
  "method": "wB97M-V/def2-TZVPD",
  "elements": ["H", "H", "H", "C", "N", "H", "H", "C", "C", "H", "H", "C", "C", "H", "H", "H", "C", "C", "H", "C", "H", "H", "H", "C", "C", "H", "C"],
  "coordinates": [[-2.306, 1.639, 0.398], [2.061, 0.988, -0.200], [3.415, -1.309, 2.952], [2.083, -1.529, 1.268], [0.513, -3.085, 0.632], [-1.764, 2.205, -1.260], [-2.468, 4.017, 0.461], [1.353, 0.237, -0.526], [1.313, -0.980, 0.171], [0.565, 1.310, -2.166], [-1.033, -2.662, -1.591], [-0.356, -0.634, -1.998], [-0.407, -1.826, -1.310], [-3.375, 1.489, -0.905], [1.864, -3.513, 2.223], [3.070, 0.218, 2.128], [-3.136, 3.537, -0.260], [1.578, -2.737, 1.540], [-4.112, 3.569, 0.224], [0.394, -1.952, -0.176], [-3.174, 4.099, -1.189], [-1.044, -0.506, -2.824], [4.107, -1.024, 1.387], [0.510, 0.397, -1.599], [-2.568, 2.132, -0.539], [-0.290, -3.229, 1.170], [3.209, -0.852, 1.991]],
  "nbo_charge": [0.205, 0.211, 0.220, -0.065, -0.584, 0.207, 0.199, -0.190, -0.113, 0.212, 0.216, -0.215, -0.244, 0.199, 0.206, 0.219, -0.606, -0.040, 0.202, 0.210, 0.200, 0.214, 0.219, -0.231, -0.606, 0.384, -0.629],
  "lumo_energy_ha": 0.0348,
  "homo_lumo_gap_ev": 9.1,
  "smiles": "Cc1c[nH]c2ccccc12.CC",
  "homo_energy_ev": -8.20,
  "total_charge": 0
}

=====

B:
{
  "formula": "C11H15N",
  "method": "wB97M-V/def2-TZVPD",
  "elements": ["H", "C", "H", "H", "C", "H", "C", "H", "H", "H", "C", "H", "C", "C", "C", "C", "C", "H", "H", "C", "N", "H", "H", "H", "H", "C", "H"],
  "coordinates": [[-0.416, 1.453, 1.930], [1.451, -0.761, -0.545], [1.312, 1.446, 2.055], [3.358, 0.006, -0.411], [1.897, 1.498, -1.306], [-0.969, -2.685, 1.172], [-1.385, -2.584, 0.186], [0.040, -0.485, 3.828], [0.217, 2.789, -1.694], [-0.893, -3.365, -0.403], [0.571, -0.363, 3.022], [0.177, -1.003, 2.141], [-1.076, -1.291, -0.349], [0.385, 1.150, 2.598], [2.365, 0.313, -0.794], [0.014, -0.474, -0.612], [-0.472, 0.807, -1.067], [1.562, -1.587, -0.070], [1.642, -0.783, 3.392], [0.485, 1.759, -1.427], [-1.866, 0.736, -1.086], [-2.505, -2.810, 0.346], [0.211, 1.553, 3.614], [-2.362, 1.509, -0.961], [-3.243, -0.687, -0.515], [-2.190, -0.509, -0.595], [2.664, 2.228, -1.480]],
  "nbo_charge": [0.211, -0.188, 0.216, 0.222, -0.236, 0.214, -0.617, 0.180, 0.213, 0.214, -0.583, 0.198, -0.119, -0.627, -0.233, -0.080, 0.187, 0.188, 0.201, -0.251, -0.540, 0.221, 0.203, 0.392, 0.203, -0.006, 0.217],
  "lumo_energy_ha": 0.0339,
  "homo_lumo_gap_ev": 8.5,
  "smiles": "Cc1c[nH]c2ccccc12.CC",
  "homo_energy_ev": -7.62,
  "total_charge": 0
}

=====

Stability, descending: A, B